155
Properties=species:S:1:pos:R:3:forces:R:3:lowdin_charge:R:1 method="wB97M-V/def2-TZVPD" charge=+1 homo_energy_ha=-0.38120 orbital_gap_ev=6.622
Pb -9.909937 -2.781418 10.283966 -0.10 -0.35 1.01 1.639
N -9.247041 -1.644463 12.391987 -1.42 0.31 2.22 -0.377
S -9.158242 -0.054679 12.577339 1.76 4.54 -2.62 0.483
O -7.964591 0.479975 13.143015 -0.40 -1.22 0.47 -0.229
O -10.383408 0.638465 12.818882 -0.15 -1.24 0.54 -0.246
F -8.886374 0.325722 11.006092 -0.43 -0.90 0.39 -0.222
S -9.884814 -2.042849 13.934151 1.26 -3.20 -2.19 0.498
O -11.276559 -2.169444 14.014907 -1.17 0.38 -0.20 -0.237
O -9.117679 -1.571048 14.991578 0.88 1.16 1.17 -0.180
F -9.423871 -3.560804 13.741617 -0.01 -0.21 0.17 -0.201
O -8.128028 -4.206402 11.319415 0.36 0.12 -0.16 -0.206
H -8.137751 -4.212193 12.288591 -0.03 0.07 -0.22 0.011
H -7.408075 -4.845618 11.051204 -0.61 -0.16 0.06 0.037
O -12.291136 -2.420358 11.106943 0.35 0.28 -0.27 -0.210
H -12.564603 -1.811087 11.836223 -0.49 -0.35 -0.18 0.024
H -13.136607 -2.645250 10.693244 0.13 0.11 0.08 0.073
O -8.224062 -1.402206 9.087197 0.28 0.40 -0.58 -0.206
H -7.736034 -0.593316 9.335626 -0.05 -0.34 0.01 0.033
H -8.316419 -1.351380 8.121882 0.19 -0.01 0.24 0.081
C -13.767719 2.139439 14.263075 -0.58 -0.48 0.47 -0.052
C -13.972122 2.121227 12.769715 2.10 -1.09 -0.43 -0.457
C -15.071137 2.967184 12.294133 -1.71 0.93 -0.19 -0.215
O -15.471339 2.545531 10.996164 0.71 -0.32 0.23 -0.184
C -16.669149 3.113005 10.587308 -0.49 0.72 -0.64 -0.135
N -12.696079 2.493063 12.109290 -0.45 0.74 0.00 0.058
H -14.685254 1.834665 14.776961 -0.03 0.17 -0.04 0.069
H -13.467014 3.125268 14.611135 0.12 0.01 -0.01 0.088
H -13.032441 1.390005 14.569625 0.25 0.25 -0.13 0.074
H -14.127510 1.102846 12.389476 -0.88 0.00 0.46 0.115
H -14.812694 4.040645 12.279905 0.23 -0.20 -0.05 0.144
H -15.947131 2.902035 12.964014 0.20 -0.21 0.00 0.130
H -16.838260 2.845895 9.543824 0.02 -0.21 0.06 0.088
H -16.625398 4.213991 10.597075 -0.05 -0.12 0.23 0.094
H -17.532183 2.778406 11.177097 0.12 0.01 0.11 0.089
H -12.913304 2.724539 11.144136 0.29 -0.18 -0.01 0.070
H -12.065965 1.704041 12.141556 0.08 0.14 -0.15 0.019
C -14.550267 -3.689893 14.060991 0.42 -0.81 -0.59 -0.059
C -15.049560 -2.322014 13.684920 0.28 0.23 0.98 -0.385
C -15.634510 -1.642758 14.942952 0.69 -0.61 -0.87 -0.203
O -16.150970 -0.381428 14.610022 -0.10 0.15 0.51 -0.199
C -17.553848 -0.388250 14.397324 0.26 -0.20 0.10 -0.082
N -13.925297 -1.524817 13.145414 -1.04 0.20 -0.63 0.063
H -15.319600 -4.325106 14.502122 -0.06 0.09 -0.04 0.096
H -13.691397 -3.681605 14.743404 -0.18 0.35 0.13 0.081
H -14.177715 -4.208669 13.169495 -0.24 0.04 0.16 0.065
H -15.870923 -2.404004 12.966314 0.26 0.06 -0.26 0.140
H -14.787460 -1.549195 15.632608 -0.25 0.32 0.20 0.134
H -16.380482 -2.316353 15.377697 -0.13 0.21 0.13 0.125
H -18.073064 -0.870988 15.231488 0.03 0.06 0.03 0.090
H -17.800179 -0.937094 13.482978 -0.14 0.20 -0.08 0.089
H -17.858334 0.651610 14.348929 -0.15 0.02 -0.22 0.089
H -13.047767 -1.735780 13.594033 -0.36 0.22 0.74 0.023
H -14.183700 -0.545108 13.248326 0.39 -0.11 0.04 0.058
C -6.639843 5.730209 17.943905 0.54 0.15 -0.24 -0.065
C -7.368481 4.435341 18.280688 0.74 -0.50 0.98 -0.423
C -7.377105 3.509590 17.107726 0.17 -0.47 -1.28 -0.230
O -8.305508 4.005588 16.169041 -0.31 0.66 1.05 -0.173
C -8.491870 3.223288 15.062740 0.37 -1.32 -1.33 -0.148
N -6.567606 3.771170 19.360627 -0.57 -0.01 -0.13 0.023
H -6.665597 6.456363 18.757799 -0.18 -0.01 -0.05 0.074
H -6.895165 6.215678 16.999071 -0.64 -0.10 0.21 0.077
H -5.585197 5.468363 17.800878 -0.07 -0.10 0.24 0.080
H -8.401311 4.534889 18.629387 -0.02 0.47 -0.30 0.139
H -7.650142 2.466460 17.323867 -0.09 0.09 0.49 0.123
H -6.375696 3.447034 16.646887 -0.01 0.14 0.13 0.138
H -7.685526 3.372804 14.325468 -0.28 0.25 -0.15 0.095
H -9.477744 3.403196 14.638362 0.09 0.35 -0.18 0.092
H -8.452418 2.128884 15.224809 -0.06 0.22 0.58 0.072
H -6.833796 2.787729 19.405835 0.06 0.16 0.03 0.061
H -6.870017 4.163344 20.249349 0.25 -0.01 -0.05 0.069
C -4.382298 -2.033793 10.051022 0.00 -0.10 -0.49 -0.068
C -3.858063 -0.607158 10.336522 -0.38 -1.61 1.37 -0.414
C -4.963374 0.397105 10.222341 -0.82 0.35 -1.71 -0.154
O -5.423015 0.322722 8.834314 0.41 -0.53 0.46 -0.217
C -6.298196 1.315147 8.413502 -0.80 0.83 0.75 -0.140
N -3.296569 -0.506133 11.698096 0.81 -0.04 -0.80 0.055
H -4.668318 -2.133641 8.996108 -0.11 0.03 0.20 0.072
H -5.239473 -2.316572 10.677281 0.04 0.25 0.00 0.065
H -3.597707 -2.776462 10.227396 0.05 0.16 0.07 0.071
H -3.059302 -0.465061 9.608780 -0.04 0.63 0.09 0.146
H -4.619208 1.411302 10.442961 -0.04 -0.08 0.09 0.134
H -5.833379 0.132154 10.851144 0.40 0.15 0.21 0.122
H -5.867395 2.322023 8.482424 0.10 -0.09 -0.18 0.098
H -7.220802 1.374819 9.037637 0.25 -0.11 -0.03 0.081
H -6.633562 1.123245 7.396432 0.31 -0.09 -0.13 0.091
H -2.465694 -1.094676 11.703515 0.02 0.32 0.22 0.071
H -3.858497 -0.905847 12.438203 -0.40 0.08 -0.22 0.043
C -4.791099 -3.537479 16.801163 -0.54 0.86 1.26 -0.038
C -4.202791 -2.214782 16.286158 0.46 -0.88 -0.56 -0.408
C -3.995261 -2.310975 14.767729 -1.76 0.66 -0.54 -0.240
O -2.870712 -1.644547 14.301180 0.03 0.20 -0.55 -0.207
C -1.655990 -2.221774 14.696114 0.08 0.10 0.47 -0.088
N -5.008925 -1.039818 16.637171 -0.85 -0.28 -0.43 0.047
H -4.237627 -3.906447 17.666553 0.28 -0.26 -0.34 0.082
H -4.870489 -4.278157 16.018830 -0.03 -0.31 0.01 0.049
H -5.772148 -3.350586 17.256309 -0.12 -0.12 -0.43 0.066
H -3.201154 -2.130324 16.709936 -0.10 0.33 0.18 0.119
H -4.850281 -1.758943 14.334774 0.17 0.08 0.01 0.119
H -4.183672 -3.299405 14.303996 0.97 -0.22 0.44 0.109
H -0.884621 -1.894047 14.006650 0.04 -0.18 -0.19 0.091
H -1.772309 -3.307873 14.724271 0.39 -0.10 -0.07 0.098
H -1.374242 -1.850901 15.685731 0.11 -0.21 0.06 0.088
H -4.978244 -0.378505 15.856934 0.52 0.14 0.41 0.072
H -5.986766 -1.345335 16.554399 0.25 0.09 0.42 0.065
C -12.701837 -6.923743 10.878018 0.02 -0.55 -0.54 -0.039
C -12.237273 -5.717661 11.687509 0.37 0.09 -0.33 -0.379
C -12.145367 -6.063857 13.156226 0.51 0.69 -0.10 -0.262
O -13.392440 -6.515931 13.494716 -1.48 -0.91 0.43 -0.193
C -13.473647 -6.877197 14.858307 -0.52 -0.13 0.43 -0.082
N -10.928880 -5.171537 11.162293 -0.89 -0.29 -0.23 -0.022
H -12.347001 -7.887046 11.258196 0.07 0.19 0.24 0.091
H -12.346465 -6.889704 9.839259 -0.08 0.24 0.10 0.079
H -13.786948 -6.990390 10.829087 0.00 0.04 0.16 0.088
H -13.000008 -4.945725 11.570557 0.28 0.20 0.05 0.113
H -11.947873 -5.183063 13.783887 0.60 0.10 -0.21 0.116
H -11.392035 -6.844929 13.340508 0.16 0.14 -0.04 0.119
H -13.600134 -6.003716 15.517357 0.53 0.03 -0.22 0.074
H -12.601361 -7.475749 15.131210 -0.01 0.13 0.25 0.087
H -14.384552 -7.450657 15.042124 0.11 -0.17 -0.43 0.097
H -11.141983 -5.116493 10.160733 0.29 -0.35 0.08 0.030
H -10.241203 -5.926678 11.237521 0.04 0.30 -0.02 0.081
C -6.279574 -5.799176 13.526097 -0.54 1.20 -0.52 -0.041
C -6.360803 -6.890285 12.486484 0.68 -1.00 0.26 -0.411
C -7.476570 -7.881238 12.743028 0.00 -0.56 -1.72 -0.263
O -7.321878 -8.387514 14.009144 -0.74 -0.38 1.27 -0.190
C -8.125369 -9.555320 14.221540 0.92 -0.55 -0.13 -0.076
N -6.397078 -6.403040 11.099728 0.03 0.55 0.02 0.036
H -7.264387 -5.364751 13.763135 0.02 -0.43 0.15 0.059
H -5.735992 -4.928086 13.132410 0.37 -0.30 0.17 0.078
H -5.826982 -6.143032 14.446611 0.03 -0.02 0.10 0.086
H -5.490913 -7.553052 12.616474 0.21 0.44 0.02 0.150
H -7.320907 -8.717496 12.030352 -0.15 0.21 -0.11 0.133
H -8.489720 -7.506151 12.509552 0.02 0.29 0.40 0.123
H -9.145505 -9.438425 13.850837 -0.03 0.17 0.20 0.089
H -8.085077 -9.813376 15.277343 -0.28 0.38 0.08 0.094
H -7.662046 -10.426724 13.723797 -0.17 0.36 -0.19 0.098
H -5.585917 -5.808343 10.930072 0.06 -0.25 0.12 0.096
H -6.286003 -7.193144 10.469533 -0.19 0.15 -0.04 0.100
C -8.248110 -5.156963 16.755841 -0.58 -0.66 0.45 -0.050
C -9.666672 -5.782118 16.692860 1.83 -0.56 -0.64 -0.391
C -10.732836 -4.734352 16.738916 -0.81 -0.64 0.63 -0.225
O -10.619338 -4.130048 18.002018 0.26 0.25 -0.09 -0.179
C -11.575350 -3.126971 18.233406 0.18 0.30 -0.54 -0.092
N -9.797523 -6.680009 15.510151 0.04 0.71 -0.22 0.069
H -8.074177 -4.497388 15.905714 0.04 0.22 0.11 0.058
H -7.508570 -5.962796 16.736137 0.01 0.04 -0.13 0.078
H -8.127355 -4.661660 17.720381 0.07 0.36 -0.26 0.081
H -9.758775 -6.416718 17.576202 -0.26 0.06 0.02 0.145
H -11.701449 -5.265715 16.697300 0.01 0.33 -0.31 0.120
H -10.668526 -4.002553 15.924173 0.04 -0.02 0.00 0.100
H -11.393677 -2.769267 19.240197 -0.41 -0.08 0.19 0.094
H -12.583028 -3.518810 18.050492 -0.08 0.08 0.42 0.089
H -11.441112 -2.262995 17.560257 0.08 -0.18 -0.03 0.088
H -9.761511 -6.089633 14.671193 -0.17 -0.07 0.25 0.043
H -8.926643 -7.203666 15.425432 -0.14 -0.13 0.21 0.047